# C7H8N3

The ion C7H8N3 with charge +1 (ωB97M-V/def2-TZVPD, OMol25).

Output
- Energy relative to the best compared isomer or geometry (same formula, charge and spin): 0.0 kcal/mol
- HOMO-LUMO gap (alpha / beta): 6.0 / 4.7 eV

```
! RIJCOSX wB97M-V def2-TZVPD def2/J DEFGRID3
* xyz 1 3
C -1.302 1.682 -1.295
C -1.557 0.856 -2.307
C -0.478 1.288 -0.178
C -1.027 -0.462 -2.215
C 0.034 0.010 -0.302
C 1.342 0.055 3.134
C 0.822 -0.694 0.669
N -0.250 -0.893 -1.253
N 1.595 0.315 1.928
N 1.201 -1.897 0.479
H -1.732 2.584 -1.179
H -2.068 1.217 -3.206
H -0.511 1.761 0.764
H -1.135 -1.161 -3.007
H 1.952 0.598 3.947
H 0.528 -0.613 3.469
H 0.720 -2.239 -0.366
H 1.865 -2.408 0.917
*
```